1.
18
Properties=species:S:1:pos:R:3 method="wB97M-V/def2-TZVPD" homo_lumo_gap_ev="10.12 / 10.12" de_lowest_kj_mol=683.3 homo_ev="-20.614 / -20.611" charge=+2 multiplicity=1
C -0.49 -0.42 0.58
C -0.30 1.46 -0.74
C 1.52 -0.38 -0.64
N -1.52 -1.32 -1.04
N -0.73 -0.87 1.76
N 0.46 0.52 0.17
O 1.08 1.17 1.16
H -0.70 1.19 -1.65
H -1.09 1.85 -0.12
H 0.34 2.32 -0.90
H 2.43 0.34 -0.61
H 1.44 -1.22 0.04
H 1.23 -0.59 -1.62
H -1.31 -2.29 -0.90
H -2.58 -1.32 -0.85
H -1.59 -1.44 1.79
H -0.19 -0.52 2.60
H 1.99 1.54 0.98



2.
19
Properties=species:S:1:pos:R:3 method="wB97M-V/def2-TZVPD" homo_lumo_gap_ev=9.96 de_lowest_kj_mol=153.0 homo_ev=-9.128 smiles="NNC(N)=O.CCO" multiplicity=1
N 1.82 -1.35 0.48
N 0.89 -0.64 1.28
C -0.21 -1.27 1.78
N -1.22 -0.29 1.82
O -0.35 -2.47 1.89
H 1.47 -2.30 0.39
H 2.69 -1.42 1.01
H 0.51 0.32 0.98
H -2.10 -0.59 2.21
H -1.01 0.63 2.18
C -0.60 0.24 -1.91
C -0.42 1.69 -1.47
O 0.53 1.84 -0.43
H -0.87 -0.38 -1.06
H 0.34 -0.15 -2.31
H -1.37 0.19 -2.67
H -1.36 2.07 -1.07
H -0.14 2.32 -2.33
H 1.40 1.55 -0.74



3.
19
Properties=species:S:1:pos:R:3 method="wB97M-V/def2-TZVPD" homo_lumo_gap_ev=3.17 de_lowest_kj_mol=862.6 homo_ev=-7.822 multiplicity=1
O -1.12 -0.56 1.48
C -0.49 -1.64 1.52
N -1.29 -2.80 1.18
C 0.81 -1.87 1.78
N 1.51 1.62 -1.44
C 0.32 0.65 -1.63
N -0.88 1.34 -2.04
H -1.40 -3.38 1.97
H -2.21 -2.48 0.96
H 1.24 -2.88 1.88
H 1.38 -1.09 2.17
H 1.06 2.28 -0.69
H 0.64 -0.21 -2.22
H 0.01 0.29 -0.62
H -0.76 2.16 -1.46
H -1.29 1.47 -2.93
H 0.13 3.02 0.96
H 2.20 1.06 -0.90
O 0.15 3.03 0.02



4.
18
Properties=species:S:1:pos:R:3 method="wB97M-V/def2-TZVPD" homo_lumo_gap_ev=10.10 de_lowest_kj_mol=39.4 homo_ev=-13.354 charge=+1 multiplicity=1
C 1.27 1.30 0.79
P 1.39 -0.57 0.84
C 1.74 -1.01 -0.92
N -0.42 -1.25 0.90
C -1.62 -0.81 0.68
N -2.15 0.14 -0.07
N -1.12 0.91 -0.78
H 2.24 1.68 0.79
H 0.78 1.61 1.79
H 0.70 1.82 0.01
H 2.88 -0.97 -1.16
H 1.24 -0.49 -1.76
H 1.60 -2.03 -1.11
H -0.42 -2.14 1.34
H -2.36 -1.40 1.14
H -3.11 0.57 0.17
H -1.35 0.73 -1.81
H -1.29 1.93 -0.82



5.
18
Properties=species:S:1:pos:R:3 method="wB97M-V/def2-TZVPD" homo_lumo_gap_ev=8.25 de_lowest_kj_mol=236.6 homo_ev=-12.912 charge=+1 multiplicity=1
C -2.09 0.72 -0.09
C 2.35 -1.58 0.22
C 1.76 -0.24 -0.32
N -0.96 0.74 -0.67
N -2.74 1.76 0.49
N -0.36 -0.45 -0.96
P 1.88 1.13 0.74
H -2.75 -0.13 -0.10
H 2.08 -1.97 1.17
H 3.45 -1.44 0.25
H 2.25 -2.32 -0.48
H 2.14 0.07 -1.35
H -3.80 1.73 0.51
H -2.30 2.62 0.55
H -0.59 -1.20 -0.36
H 0.07 -0.48 -1.84
H 1.30 0.55 1.95
H 0.73 1.84 0.14



6.
18
Properties=species:S:1:pos:R:3 method="wB97M-V/def2-TZVPD" homo_lumo_gap_ev=9.47 de_lowest_kj_mol=111.1 homo_ev=-13.701 charge=+1 smiles="CP(C)[NH2+]/N=C/N" multiplicity=1
C -0.43 -2.03 -1.68
P -1.51 -0.62 -1.18
C -1.66 -0.85 0.65
N 0.23 0.48 -0.87
N 1.03 0.63 0.29
C 0.98 1.77 0.84
N 1.62 1.96 1.98
H -0.92 -2.96 -1.50
H 0.61 -1.89 -1.22
H -0.46 -2.00 -2.77
H -2.24 -0.17 1.40
H -0.57 -0.91 1.06
H -2.13 -1.80 0.78
H 1.04 0.36 -1.51
H -0.31 1.39 -1.14
H 0.42 2.65 0.35
H 1.88 2.80 2.33
H 2.41 1.21 2.20



7.
18
Properties=species:S:1:pos:R:3 method="wB97M-V/def2-TZVPD" homo_lumo_gap_ev=9.18 de_lowest_kj_mol=151.9 homo_ev=-12.720 charge=+1 multiplicity=1
N 0.49 0.69 -2.15
C 0.72 1.96 -1.69
N 0.14 2.41 -0.65
H 0.21 0.07 -1.41
H 1.23 0.30 -2.70
H 1.43 2.54 -2.28
H 0.44 3.37 -0.52
C -0.79 -0.60 0.90
C 0.35 -1.23 1.18
N 1.51 -0.55 1.47
N -2.04 -1.41 0.88
H -0.97 0.46 0.77
H 0.37 -2.31 1.24
H 2.35 -1.10 1.40
H 1.61 0.34 0.99
H -2.69 -1.17 0.13
H -2.58 -1.41 1.74
H -1.77 -2.38 0.69



8.
18
Properties=species:S:1:pos:R:3 method="wB97M-V/def2-TZVPD" homo_lumo_gap_ev=9.44 de_lowest_kj_mol=324.2 homo_ev=-12.375 charge=+1 multiplicity=1
C -0.77 -1.28 -1.34
C -0.96 0.16 1.81
C 1.05 1.47 0.37
N -0.28 -1.01 -0.19
N -0.29 -2.26 -2.10
N 1.78 1.31 -0.64
N -0.61 0.18 0.36
H -1.55 -0.73 -1.86
H -0.26 -0.37 2.44
H -1.00 1.20 2.06
H -1.97 -0.50 1.86
H 0.30 2.19 0.43
H 1.57 1.20 1.35
H -0.64 -2.23 -3.01
H 0.24 -2.95 -1.54
H 2.55 0.57 -0.75
H 1.49 1.54 -1.56
H -1.34 0.71 -0.05



9.
18
Properties=species:S:1:pos:R:3 method="wB97M-V/def2-TZVPD" homo_lumo_gap_ev=9.68 de_lowest_kj_mol=90.3 homo_ev=-12.296 charge=+1 multiplicity=1
N 0.03 -2.04 1.71
C -0.91 -1.27 2.29
N -1.30 -0.16 1.79
H 0.06 -3.03 1.88
H 0.46 -1.72 0.86
H -1.32 -1.70 3.20
H -1.93 0.37 2.37
C 0.39 0.65 -0.77
C 0.92 1.13 -1.90
N 2.26 1.35 -2.13
N -1.03 0.37 -0.68
H 0.99 0.42 0.11
H 0.31 1.29 -2.78
H 2.46 1.94 -2.92
H 2.86 1.54 -1.34
H -1.39 0.13 0.48
H -1.33 -0.47 -1.18
H -1.53 1.20 -0.99



10.
20
Properties=species:S:1:pos:R:3 method="wB97M-V/def2-TZVPD" homo_lumo_gap_ev=9.44 de_lowest_kj_mol=160.6 homo_ev=-12.583 charge=+1 multiplicity=1
C 1.32 -1.39 0.33
C 0.27 -1.91 -0.43
C -0.76 -0.82 1.25
N 0.64 -0.76 1.35
N -0.95 -1.47 0.08
N 1.11 2.94 -2.85
N -1.64 -0.24 2.08
N 1.30 0.12 2.22
N -2.07 -1.12 -0.70
H 2.43 -1.51 0.34
H 0.28 -2.64 -1.24
H 2.09 3.28 -3.02
H 0.66 2.47 -3.62
H -1.40 0.61 2.67
H -2.50 -0.80 2.31
H 0.74 0.88 2.51
H 2.12 0.53 1.80
H -2.43 -1.84 -1.25
H -1.85 -0.19 -1.13
H 0.64 3.86 -2.69



11.
16
Properties=species:S:1:pos:R:3 method="wB97M-V/def2-TZVPD" homo_lumo_gap_ev=2.87 de_lowest_kj_mol=838.6 homo_ev=-6.905 multiplicity=1
C 0.35 3.88 -0.49
N -2.23 -2.28 -1.52
H -0.69 3.71 -0.32
H 0.65 4.62 -1.24
H 0.98 3.19 0.11
H -1.47 -2.09 -0.90
H -2.00 -2.95 -2.17
H -2.57 -1.44 -2.04
C 0.82 -1.65 1.23
O -0.44 -1.89 1.17
C 1.09 0.03 0.90
H 1.25 -2.18 0.37
H 1.06 -1.71 2.33
H 0.18 0.42 1.37
H 1.03 -0.03 -0.14
H 2.01 0.38 1.31



12.
16
Properties=species:S:1:pos:R:3 method="wB97M-V/def2-TZVPD" homo_lumo_gap_ev="10.70 / 5.68" de_lowest_kj_mol=152.2 homo_ev="-14.157 / -14.126" charge=+1 multiplicity=2
C -1.61 0.57 -1.09
O -1.74 -0.82 -1.42
H -2.48 1.13 -1.42
H -0.77 0.99 -1.65
H -1.52 0.67 -0.01
C 1.19 -0.82 -0.06
N 0.81 -0.14 1.14
C 1.44 1.13 1.47
H 0.62 -1.72 -0.24
H 2.28 -1.03 -0.06
H 0.98 -0.14 -0.89
H -2.16 -1.23 -0.68
H 0.86 -0.72 1.98
H 0.76 1.73 2.07
H 2.45 0.95 1.85
H 1.51 1.72 0.54



13.
17
Properties=species:S:1:pos:R:3 method="wB97M-V/def2-TZVPD" homo_lumo_gap_ev="4.74 / 7.95" de_lowest_kj_mol=169.4 homo_ev="-0.551 / -3.914" charge=-1 multiplicity=2
C 2.56 0.69 -0.83
O 2.44 1.43 0.37
H 2.48 1.34 -1.71
H 3.56 0.23 -0.83
H 1.81 -0.09 -0.88
C -0.56 0.50 0.72
O -0.14 1.65 0.17
C -1.53 -0.25 -0.22
N -1.87 -1.62 0.30
H -1.10 0.62 1.70
H 0.25 -0.22 0.96
H 1.47 1.70 0.41
H -2.46 0.31 -0.31
H -1.07 -0.36 -1.19
H -2.25 -1.58 1.27
H -1.02 -2.22 0.34
H -2.58 -2.15 -0.27



14.
17
Properties=species:S:1:pos:R:3 method="wB97M-V/def2-TZVPD" homo_lumo_gap_ev=10.17 de_lowest_kj_mol=210.6 homo_ev=-9.267 multiplicity=1
C 0.10 1.36 -0.77
C 0.30 2.25 0.44
N -1.27 1.04 -0.98
O 0.97 0.16 -0.56
H 0.62 -0.43 0.38
H 0.50 1.83 -1.67
H -1.63 0.45 -0.23
H -1.43 0.57 -1.86
H -0.10 1.76 1.33
H -0.23 3.19 0.30
H 1.36 2.45 0.60
C 0.08 -2.81 0.79
O -0.19 -1.52 0.30
H 0.44 -0.75 -0.84
H -0.60 -3.54 0.35
H -0.04 -2.86 1.88
H 1.11 -3.14 0.55



15.
17
Properties=species:S:1:pos:R:3 method="wB97M-V/def2-TZVPD" homo_lumo_gap_ev=10.11 de_lowest_kj_mol=85.8 homo_ev=-9.439 smiles=CNCCO.O multiplicity=1
C -1.13 -1.47 -0.42
N 0.02 -0.70 -0.90
C 0.56 0.25 0.15
C 2.00 0.71 -0.22
O 2.75 -0.40 -0.67
H -1.98 -0.80 -0.21
H -0.91 -2.05 0.48
H -1.43 -2.17 -1.23
H -0.22 -0.32 -1.82
H -0.13 1.11 0.26
H 0.56 -0.30 1.11
H 2.06 1.46 -1.04
H 2.57 1.11 0.64
H 2.02 -1.03 -0.86
O -2.65 1.51 1.56
H -2.07 1.51 2.36
H -2.02 1.59 0.80



16.
17
Properties=species:S:1:pos:R:3 method="wB97M-V/def2-TZVPD" homo_lumo_gap_ev=10.27 de_lowest_kj_mol=76.6 homo_ev=-9.494 smiles=C[C@H](O)CN.O multiplicity=1
C -2.52 -1.13 -1.28
C -1.28 -1.21 -0.43
O -1.37 -2.25 0.57
C -0.95 0.08 0.30
N 0.25 0.00 1.15
H -2.95 -2.13 -1.52
H -3.25 -0.76 -0.52
H -2.22 -0.60 -2.19
H -0.52 -1.58 -1.12
H -0.49 -2.51 0.84
H -0.89 0.89 -0.46
H -1.88 0.34 0.84
H 0.96 0.39 0.53
H 0.21 0.54 2.01
O 4.85 3.61 -0.33
H 4.41 3.99 0.43
H 5.67 4.11 -0.40



17.
17
Properties=species:S:1:pos:R:3 method="wB97M-V/def2-TZVPD" homo_lumo_gap_ev=10.18 de_lowest_kj_mol=494.4 homo_ev=-9.287 multiplicity=1
C -0.06 0.21 -0.38
C -0.37 1.44 -1.79
C -0.33 -1.14 -0.98
O 1.22 0.47 0.02
H 1.31 0.26 1.78
H -0.83 0.54 0.32
H 0.39 -1.37 -1.77
H -1.34 -1.23 -1.37
H -0.20 -1.86 -0.17
H -0.05 2.48 -1.66
H -1.46 1.43 -1.73
H -0.04 1.02 -2.74
N 0.06 -0.94 2.57
O 1.13 0.01 2.71
H 0.78 1.13 -0.99
H 0.43 -1.82 2.93
H -0.64 -0.64 3.24



18.
17
Properties=species:S:1:pos:R:3 method="wB97M-V/def2-TZVPD" homo_lumo_gap_ev=9.87 de_lowest_kj_mol=171.6 homo_ev=-9.144 smiles=C[C@H](O)CN.O multiplicity=1
C -1.23 1.64 0.98
C -1.04 0.11 0.93
O 0.04 -0.23 1.63
C -0.88 -0.26 -0.55
N -0.77 -1.69 -0.98
H -0.29 2.23 1.11
H -1.74 1.85 0.00
H -1.79 1.83 1.89
H -1.94 -0.34 1.18
H -0.19 -0.70 2.50
H -1.70 0.19 -1.24
H 0.17 0.28 -0.99
H -0.35 -2.27 -0.28
H 0.05 -1.83 -1.63
O 3.78 -0.56 -1.20
H 3.23 -0.03 -1.84
H 4.65 -0.22 -1.49



19.
17
Properties=species:S:1:pos:R:3 method="wB97M-V/def2-TZVPD" homo_lumo_gap_ev=4.13 de_lowest_kj_mol=683.3 homo_ev=-7.936 multiplicity=1
C 0.53 -0.75 -0.54
C -0.78 -1.04 -1.28
C -1.98 -1.13 -0.46
N -2.40 0.43 -0.33
H 1.15 0.16 -0.78
H 0.44 -0.73 0.55
H 1.17 -1.59 -0.89
H -0.52 -1.86 -1.97
H -1.92 -1.40 0.63
H -1.84 0.61 -1.23
H -1.82 0.99 0.32
H 3.71 0.77 0.62
H 1.79 1.07 1.14
O 2.83 0.45 0.35
H 1.00 2.27 2.22
H -2.96 -1.50 -0.81
O 0.96 1.49 1.67



20.
18
Properties=species:S:1:pos:R:3 method="wB97M-V/def2-TZVPD" homo_lumo_gap_ev=9.58 de_lowest_kj_mol=90.5 homo_ev=-8.812 smiles=OCNCCS.O multiplicity=1
O -1.45 0.01 -0.30
C -0.70 0.66 -1.32
N 0.58 0.00 -1.60
C 1.38 -0.38 -0.40
C 0.92 -1.69 0.27
S 1.80 -2.05 1.82
H -1.58 -0.84 -0.73
H -0.60 1.71 -1.04
H -1.30 0.50 -2.23
H 1.23 0.55 -2.14
H 1.58 0.38 0.35
H 2.35 -0.62 -0.84
H 1.02 -2.46 -0.49
H -0.13 -1.71 0.51
H 0.94 -3.02 2.14
O -1.96 2.65 1.79
H -2.66 2.86 2.42
H -1.41 3.45 1.81



21.
18
Properties=species:S:1:pos:R:3 method="wB97M-V/def2-TZVPD" homo_lumo_gap_ev=11.10 de_lowest_kj_mol=41.2 homo_ev=-10.232 smiles="CCNC=O.O.O" multiplicity=1
C -1.77 1.00 1.83
C -1.53 1.25 0.37
N -0.25 0.73 -0.10
C 0.90 1.36 0.09
O 2.01 0.89 -0.16
H -2.81 1.07 2.14
H -1.46 0.02 2.19
H -1.24 1.66 2.50
H -1.64 2.29 0.09
H -2.29 0.74 -0.21
H -0.26 -0.25 -0.35
H 0.88 2.38 0.49
O 1.66 -1.72 -1.07
H 1.77 -0.79 -0.80
H 2.12 -1.78 -1.91
O -0.96 -2.67 -0.77
H -0.06 -2.32 -0.85
H -0.97 -3.19 0.03



22.
18
Properties=species:S:1:pos:R:3 method="wB97M-V/def2-TZVPD" homo_lumo_gap_ev=9.61 de_lowest_kj_mol=287.6 homo_ev=-8.971 smiles=OCCNCO.O multiplicity=1
O -1.52 0.07 0.38
C -0.97 -0.27 -0.89
C 0.39 0.20 -1.17
N 1.23 0.43 0.10
C 2.55 1.08 -0.05
O 3.17 1.32 1.26
H -2.49 0.18 0.28
H -1.54 0.07 -1.85
H -1.14 -1.37 -0.97
H 0.29 1.24 -1.68
H 0.92 -0.47 -1.96
H 1.32 -0.44 0.62
H 2.48 2.04 -0.54
H 3.19 0.48 -0.73
H 2.67 1.92 1.68
O -4.04 -2.34 0.35
H -3.19 -2.58 -0.08
H -3.80 -2.51 1.23



23.
19
Properties=species:S:1:pos:R:3 method="wB97M-V/def2-TZVPD" homo_lumo_gap_ev="7.37 / 5.62" de_lowest_kj_mol=224.2 homo_ev="-4.092 / -4.071" charge=-1 multiplicity=2
O -2.31 1.04 1.13
C -1.19 1.26 0.50
N -0.04 1.06 1.14
C 1.17 1.48 0.51
C 1.72 0.33 -0.43
S 2.58 -1.06 0.29
H -1.13 1.77 -0.45
H -0.01 0.86 -2.20
H 1.86 1.70 1.21
H 1.04 2.45 -0.07
H 2.26 0.61 -1.34
H 0.80 -0.16 -0.78
H 1.49 -1.79 0.67
H -3.17 -1.62 0.10
H -3.08 -0.08 0.14
O -3.15 -0.89 -0.53
H -0.31 -0.58 -2.10
H -1.60 -1.19 -1.56
O -0.71 -1.52 -1.82



24.
19
Properties=species:S:1:pos:R:3 method="wB97M-V/def2-TZVPD" homo_lumo_gap_ev=6.07 de_lowest_kj_mol=117.4 homo_ev=-0.064 charge=-2 multiplicity=1
C -0.01 -0.30 -0.65
O 1.04 0.59 -1.00
C -1.28 0.51 -0.35
C -2.53 -0.23 -1.04
S -3.17 -1.66 -0.04
N -1.60 0.88 1.05
H -0.24 -1.03 -1.43
H 0.22 -0.89 0.21
H -1.36 1.44 -0.93
H -2.16 -0.69 -1.99
H -3.29 0.46 -1.57
H -2.26 0.25 1.46
H -0.79 0.80 1.64
H 3.72 -0.21 -0.53
H 1.86 0.47 -0.49
O 3.77 0.48 0.17
H 3.04 -0.17 0.99
H 2.46 0.03 2.55
O 2.57 -0.72 1.96



25.
19
Properties=species:S:1:pos:R:3 method="wB97M-V/def2-TZVPD" homo_lumo_gap_ev=10.28 de_lowest_kj_mol=296.5 homo_ev=-10.194 smiles="N[C@H](C=O)CO.O.O" multiplicity=1
N -0.51 0.83 0.29
C -0.36 -0.69 -0.02
C 0.74 -1.29 0.75
O 1.23 -2.44 0.54
C -0.30 -1.00 -1.47
O -1.38 -0.34 -2.11
H -0.95 1.20 -0.59
H 0.42 1.27 0.32
H -1.30 -1.11 0.46
H 1.04 -0.75 1.66
H 0.73 -0.63 -1.89
H -0.13 -2.01 -1.75
H -1.26 -0.43 -3.11
O -1.43 0.69 3.15
H -2.33 0.38 3.00
H -1.10 0.92 2.15
O 2.19 1.98 -0.15
H 2.67 1.16 -0.18
H 2.00 2.26 -1.07



26.
19
Properties=species:S:1:pos:R:3 method="wB97M-V/def2-TZVPD" homo_lumo_gap_ev=3.97 de_lowest_kj_mol=1079.3 homo_ev=-8.921 multiplicity=1
O -0.81 -0.12 -1.11
C -0.48 0.82 -0.13
C 0.58 0.47 0.73
N 1.29 -0.69 0.56
C 2.96 -0.43 0.61
O 3.63 -0.33 -0.51
H -0.69 1.89 -0.35
H 2.91 -1.45 -2.60
H 0.96 0.90 1.65
H 1.14 -1.10 -0.37
H 3.50 -1.21 1.32
H 2.80 0.49 1.21
H 2.24 -1.53 -2.43
H -1.71 -0.32 -0.69
H -4.03 -0.11 -1.05
O -3.64 -0.56 -0.29
H -3.97 1.49 1.70
H -3.46 0.48 0.61
O -3.22 1.31 1.16



27.
19
Properties=species:S:1:pos:R:3 method="wB97M-V/def2-TZVPD" homo_lumo_gap_ev=10.04 de_lowest_kj_mol=152.3 homo_ev=-9.438 smiles="NCCC(=O)O.O.O" multiplicity=1
N -0.06 1.47 -2.05
C -0.03 0.04 -1.92
C -1.19 -0.36 -0.88
C -0.63 0.09 0.43
O 0.13 -0.64 1.09
O -0.96 1.31 0.81
H 0.60 1.92 -2.66
H -0.28 1.97 -1.21
H -0.20 -0.39 -2.91
H 0.83 -0.48 -1.50
H -1.26 -1.43 -0.80
H -2.02 0.24 -1.20
H -0.53 1.67 1.59
O 0.85 -2.95 -0.61
H 1.65 -2.43 -0.49
H 0.33 -2.36 -0.03
O 1.25 1.20 2.80
H 0.67 0.64 2.24
H 1.86 0.55 3.14